Here is one molecule with the formula C6H6F3NOS from the Open Molecules 2025 dataset. Energies are from ωB97M-V/def2-TZVPD.

Results
orbital gap (spin up / spin down) = 0.283 / 0.265 Eh
total charge = 0
multiplicity = 3
⟨S²⟩ = 2.057
LUMO level (spin up / spin down) = -0.022 / -1.329 eV
HOMO energy (spin up / spin down) = -7.73 / -8.54 eV
strongest force on any atom = 5.188 eV/Å

Atoms and positions in Å:
S 2.45284 -1.01000 0.57817
F 1.86359 0.81967 -1.32656
F 1.89747 1.79482 0.62186
F 3.73989 1.26762 -0.36185
O 2.57662 -1.03040 1.99511
N 0.08377 -1.48805 -0.72097
C -1.66476 1.49200 0.87515
C 0.61910 -1.03694 0.37635
C -1.14811 -1.29838 -1.11483
C -2.22622 -0.55825 -0.55251
C 2.50400 0.86426 -0.14394
C -2.29978 0.32753 0.42878
H 0.66140 -1.99713 -1.33538
H -1.48783 -2.17609 -1.77780
H -0.67150 0.97115 1.03503
H -1.66470 2.31199 0.06241
H -3.19258 -1.19959 -0.58838
H -2.04322 1.94579 1.94937

Atomic forces in eV per Å
-1.2 0.6 -3.2
0.1 0.0 -0.1
0.3 -0.8 -0.2
0.4 -0.1 0.1
0.7 0.1 2.7
2.7 0.6 1.0
1.0 2.1 2.4
0.4 1.8 1.7
-4.1 -2.2 -2.3
-1.3 -2.9 1.1
-1.0 -0.5 0.6
-1.7 0.3 -1.1
0.7 -0.9 -1.4
0.5 1.8 0.6
0.1 1.5 0.2
0.2 -1.3 1.4
1.3 1.1 -0.6
0.9 -1.2 -2.8

Atomic partial charges in e from the Mulliken method, atoms 1 to 4: 0.342, -0.252, -0.213, -0.219

Here is a 2-piece molecular cluster, C6H6FN2O2 overall from the Open Molecules 2025 dataset. Energies are from ωB97M-V/def2-TZVPD.

Results
orbital gap = 0.298 Eh
total charge = -1
multiplicity = 1
energy above the lowest of the compared OMol25 structures with the same formula, charge and spin = 2.195 eV
LUMO level = 3.878 eV
HOMO energy = -4.23 eV
strongest force on any atom = 4.412 eV/Å

Atoms and positions in Å:
F -0.37970 -0.99863 -3.39996
O 1.77765 -3.02541 -1.78713
O -0.52592 -2.86554 -1.77250
N -0.37347 0.05961 0.32483
N -0.00053 1.46205 2.02587
C -0.60170 -0.64146 1.49159
C -0.53514 0.27359 2.47794
C -0.17315 -1.41584 -2.00002
C 0.41116 2.44385 -0.06076
C 0.68721 -2.55919 -1.84977
C 0.00547 1.27650 0.73876
H -0.44376 2.65057 -0.74875
H -0.52335 0.14664 3.55467
H -0.32989 -0.53941 -0.52285
H -1.09381 -1.56946 1.56446
H 0.85558 3.15236 0.72148
H 1.24337 2.14976 -0.75788

Atomic forces in eV per Å
0.3 -1.1 1.2
1.2 -1.4 0.2
-3.4 -2.8 0.1
0.1 -0.8 2.2
-1.4 -0.9 0.7
-1.3 1.1 0.2
1.9 0.3 2.2
0.1 2.0 -0.6
1.4 -0.5 -1.3
2.0 2.7 -1.2
0.9 1.2 -0.9
0.7 1.0 0.8
-0.5 -0.4 -0.1
0.0 0.7 -2.0
-0.1 -1.1 -0.4
-1.3 -0.4 -1.6
-0.6 0.3 0.5

Atomic partial charges in e from the Mulliken method, atoms 1 to 4: -0.309, -0.639, -0.327, 0.067